The molecule C11H16N4O3. Source: the OMol25 dataset; level of theory: the ωB97M-V functional and the def2-TZVPD basis.

Each line ends with the Löwdin charge.
Element x y z (Å)
N  1.065  -0.870  2.045  0.0895
C  0.625  -0.725  0.755  -0.3696
C  1.610  -1.241  -0.282  -0.0628
C  2.720  -0.288  -0.245  -0.2758
C  4.123  -0.330  0.065  -0.0958
N  4.605  0.832  -0.006  0.0234
C  3.751  1.667  -0.563  -0.1445
N  2.587  0.976  -0.680  0.0940
C  -0.678  -1.468  0.417  -0.4259
O  -0.958  -2.586  0.817  0.0939
N  -1.586  -0.679  -0.136  -0.0131
C  -2.448  -1.223  -1.138  -0.1288
C  -3.279  -0.033  -1.575  -0.2160
C  -2.549  1.171  -1.296  -0.1295
C  -1.627  0.716  -0.145  -0.2340
C  -1.972  1.427  1.147  -0.4483
O  -2.035  2.681  1.232  0.0564
O  -2.309  0.708  2.174  0.1790
H  1.294  -1.722  2.447  0.0694
H  0.456  -0.416  2.664  0.0726
H  0.529  0.440  0.741  0.1599
H  1.233  -1.422  -1.196  0.0880
H  1.983  -2.133  0.341  0.1622
H  4.719  -1.160  0.276  0.1036
H  5.540  0.976  0.290  0.1584
H  3.961  2.652  -0.761  0.0904
H  -2.001  -1.576  -2.059  0.1116
H  -2.927  -2.252  -0.740  0.1733
H  -4.263  0.080  -1.139  0.1093
H  -3.636  -0.216  -2.669  0.1479
H  -1.907  1.483  -2.203  0.1523
H  -3.102  2.098  -0.897  0.1502
H  -0.703  1.211  -0.439  0.1465
H  -2.823  1.221  2.756  0.1124

Computed properties:
- structure (SMILES) = N[C@@H](Cc1c[nH]cn1)C(=O)N1CCC[C@H]1C(=O)O
- Kohn-Sham gap (eV) = 8.963
- highest occupied orbital energy (eV) = -8.26
- 2S+1 = 1
- energy relative to the best compared isomer or geometry (same formula, charge and spin) (kcal per mole) = 95.60